# 1
Formula: C16H17F3N4O5S2
Source: OMol25
Level of theory: the ωB97M-V functional and the def2-TZVPD basis

Its total charge is 0. Its electronic energy is -62889.4378 eV. The value obtained for the gap between HOMO and LUMO is 8.95 eV. The SMILES is CCOC(=O)[C@@](NC(C)=O)(Nc1ccc(S(=O)(=O)Nc2nccs2)cc1)C(F)(F)F. For the HOMO energy, the calculation gives -8.597 eV.

Geometry as XYZ:
```
47
Properties=species:S:1:pos:R:3:forces:R:3
C -5.89187 -1.92436 1.45315 0.17 0.29 -0.21
C -5.89972 -0.62718 0.66087 -0.30 -0.08 0.34
H -6.61671 -0.66581 -0.16041 0.08 0.06 0.10
H -6.11406 0.22723 1.30867 -0.02 -0.07 -0.15
O -4.63260 -0.40186 0.01983 -0.17 -0.13 -0.20
C -3.68362 0.11504 0.75966 0.65 -0.01 0.08
O -3.71476 0.34970 1.93462 -0.21 -0.08 0.20
C -2.35707 0.28944 -0.06309 -0.15 0.08 0.01
N -1.48284 1.04552 0.77637 -0.29 0.10 0.48
C -0.11655 1.19367 0.63116 0.16 0.06 -0.09
C 0.67311 1.27030 1.78451 0.05 0.07 -0.11
C 2.04299 1.37810 1.68693 -0.03 0.13 0.02
C 2.62808 1.43720 0.43644 0.71 0.23 0.01
C 1.86574 1.42796 -0.71376 -0.08 0.05 -0.04
C 0.49267 1.31661 -0.62023 0.14 -0.03 -0.03
H -0.09998 1.31085 -1.51988 -0.01 0.04 -0.04
H 2.35369 1.50630 -1.67259 0.00 -0.02 -0.18
S 4.39117 1.34118 0.28052 0.02 -0.32 -0.43
O 5.02248 1.35628 1.55766 -0.36 -0.18 0.21
O 4.88640 2.21705 -0.73925 -0.17 -0.02 -0.21
N 4.58323 -0.21212 -0.42901 0.43 1.16 0.22
C 3.71235 -1.22065 -0.19160 -0.52 -1.31 -0.39
N 2.93280 -1.28655 0.82688 0.43 0.38 0.47
C 2.13854 -2.38766 0.78399 -0.15 -0.47 -0.37
C 2.30273 -3.19166 -0.29031 0.09 0.07 -0.03
S 3.52382 -2.55293 -1.33687 -0.07 0.42 0.48
H 1.80525 -4.10655 -0.53556 -0.14 -0.22 0.00
H 1.44157 -2.54484 1.58611 -0.17 -0.13 0.11
H 5.07754 -0.21465 -1.30652 0.03 0.26 -0.04
H 2.67858 1.38443 2.55662 0.01 -0.06 0.17
H 0.19728 1.20726 2.75112 -0.03 -0.04 0.13
H -1.83330 1.09658 1.72945 0.03 -0.10 -0.24
N -2.66817 0.91471 -1.32579 0.20 -0.35 0.04
C -3.57496 1.93790 -1.35050 0.25 -0.10 -0.49
O -4.17832 2.25285 -0.35264 -0.21 0.37 0.19
C -3.73447 2.58080 -2.70024 -0.18 0.16 0.10
H -3.98173 1.83018 -3.44710 0.00 -0.05 -0.10
H -2.80559 3.06938 -2.98690 0.08 0.03 -0.06
H -4.52643 3.32192 -2.65248 0.00 0.00 0.00
H -2.13683 0.67058 -2.14720 -0.11 0.02 0.07
C -1.80032 -1.13337 -0.33738 0.05 -0.54 -0.15
F -1.29766 -1.67195 0.77482 -0.05 0.16 0.21
F -0.81916 -1.13473 -1.25418 0.13 0.28 -0.17
F -2.72436 -1.98079 -0.80194 -0.16 0.02 -0.04
H -5.18936 -1.85569 2.27973 0.01 -0.02 0.07
H -6.88505 -2.10997 1.85104 -0.12 -0.05 0.05
H -5.60397 -2.75329 0.81122 -0.02 -0.10 -0.03
```
Forces are in eV/Å.

Charge distribution, Mulliken scheme, values in e: C -1.12; C -0.33; H 0.34; H 0.36; O -0.27; C -0.11; O -0.63; C 0.46; N -0.05; C 0.69; C -0.69; C -0.38; C -0.17; C -0.90; C -0.21; H 0.31; H 0.42; S 1.36; O -0.68; O -0.71; N -0.32; C 0.35; N -0.19; C -0.65; C -0.24; S -0.22; H 0.45; H 0.46; H 0.29; H 0.48; H 0.42; H 0.24; N -0.04; C 0.70; O -0.56; C -1.37; H 0.34; H 0.34; H 0.37; H 0.42; C 0.83; F -0.28; F -0.26; F -0.26; H 0.31; H 0.40; H 0.29

# 2
Formula: C16H17F5O15
Source: OMol25
Level of theory: the ωB97M-V functional and the def2-TZVPD basis

Its total charge is 0. Its electronic energy is -61168.2363 eV. The value obtained for the gap between HOMO and LUMO is 10.74 eV. The SMILES is O=C1OC[C@@H](F)O1.O=C1OC[C@@H](F)O1.O=C1OC[C@@H](F)O1.O=C1OC[C@@H](F)O1.O=COCCC(=O)F. For the HOMO energy, the calculation gives -10.819 eV.

Geometry as XYZ:
```
53
Properties=species:S:1:pos:R:3:forces:R:3
O 7.59070 -0.31916 4.06370 -0.13 0.01 0.49
C 7.18287 -0.26864 2.94574 0.29 -0.07 -0.16
O 6.90846 0.86395 2.27650 -0.63 -0.18 -0.07
C 6.57362 1.99451 3.08498 0.24 0.44 0.06
C 5.23808 1.82565 3.82097 0.20 -0.11 0.29
C 4.26386 0.98984 3.04623 -0.06 0.09 -0.02
O 3.85253 1.15306 1.95468 -0.06 0.02 -0.05
F 3.84416 -0.09384 3.76596 0.09 0.09 0.01
H 6.98162 -1.14954 2.32640 0.17 0.06 -0.21
H 6.53328 2.84117 2.40777 -0.02 -0.11 -0.19
H 7.35482 2.18549 3.81869 0.03 -0.05 0.00
H 4.79493 2.81149 3.96680 -0.04 0.01 -0.08
H 5.39830 1.39840 4.80720 -0.04 -0.16 -0.04
C 1.69504 -2.26688 2.92849 0.05 0.02 0.00
C 1.82570 -3.66164 3.50806 -0.07 0.05 0.01
O 0.63346 -4.28623 3.06437 0.14 -0.13 -0.16
C 0.23454 -3.67028 1.92367 -0.11 0.11 0.05
O -0.58732 -4.08363 1.17593 -0.02 -0.04 0.05
O 0.91228 -2.51116 1.75432 0.00 0.01 0.00
F 1.85360 -3.66113 4.85868 -0.08 0.03 0.02
H 1.13960 -1.62175 3.61078 0.02 -0.04 0.06
H 2.63741 -1.80174 2.66531 -0.02 -0.04 -0.14
H 2.68082 -4.23154 3.14052 0.04 0.00 0.09
C -1.12019 -2.52435 -1.40634 0.05 -0.05 0.00
C -2.61780 -2.31193 -1.49592 0.08 0.07 0.05
O -2.70990 -1.25266 -2.43399 -0.22 -0.25 -0.20
C -1.61660 -1.29743 -3.23794 0.08 0.14 0.08
O -1.50793 -0.69131 -4.25239 0.02 0.04 0.04
O -0.68218 -2.11475 -2.71020 -0.02 0.00 0.00
F -3.15578 -1.91689 -0.32188 0.02 0.08 0.00
H -0.68995 -1.86411 -0.65257 -0.05 -0.01 0.05
H -0.82391 -3.54607 -1.20379 0.02 -0.02 -0.13
H -3.18314 -3.16641 -1.87109 -0.04 -0.01 0.09
C -4.78708 0.77975 -4.53322 0.11 -0.03 0.03
C -5.14600 2.17946 -4.07910 0.00 -0.08 -0.11
O -6.40952 2.38008 -4.68889 -0.09 -0.01 0.22
C -6.99112 1.16216 -4.86229 0.03 -0.05 -0.09
O -8.13264 0.98852 -5.12763 0.01 0.02 -0.04
O -6.07890 0.17933 -4.67957 -0.02 0.02 -0.01
F -4.27335 3.10987 -4.54736 -0.01 0.02 -0.09
H -4.28581 0.80482 -5.50208 0.04 0.06 0.02
H -4.18810 0.22371 -3.81878 -0.13 -0.04 0.03
H -5.22778 2.29211 -3.00053 -0.03 0.11 -0.09
C -0.81459 1.79921 -0.71422 0.08 -0.02 0.00
C -1.18481 3.20432 -0.27978 -0.03 -0.04 -0.09
O -2.47522 3.36005 -0.84040 -0.07 -0.01 0.25
C -3.03250 2.12694 -0.96513 -0.03 -0.05 -0.17
O -4.17724 1.91803 -1.19177 0.08 0.03 0.10
O -2.09655 1.16994 -0.79469 0.16 -0.01 0.06
F -0.35649 4.14137 -0.79134 -0.01 0.00 -0.08
H -0.35105 1.81369 -1.70232 0.02 0.07 0.00
H -0.17797 1.26975 -0.01122 -0.10 -0.05 0.06
H -1.24828 3.34639 0.80068 0.07 0.06 0.00
```
Forces are in eV/Å.

Charge distribution, Mulliken scheme, values in e: O -0.48; C 0.16; O -0.36; C -0.46; C -0.59; C 0.64; O -0.49; F -0.21; H 0.41; H 0.37; H 0.35; H 0.40; H 0.30; C -0.21; C 0.32; O -0.34; C 0.64; O -0.48; O -0.26; F -0.28; H 0.22; H 0.08; H 0.30; C -0.23; C 0.25; O -0.28; C 0.67; O -0.50; O -0.40; F -0.27; H 0.10; H 0.31; H 0.31; C 0.20; C 0.38; O -0.38; C 0.62; O -0.52; O -0.35; F -0.31; H 0.25; H -0.18; H 0.40; C -0.49; C 0.28; O -0.31; C 0.54; O -0.55; O -0.14; F -0.29; H 0.29; H 0.30; H 0.30

# 3
Formula: C16H17I2MnN3O3SbSe4
Source: OMol25
Level of theory: the ωB97M-V functional and the def2-TZVPD basis

Its total charge is 0. For the relative energy (zero: lowest compared OMol25 entry of this formula, charge and spin), the calculation gives 0.0 kcal/mol. Its electronic energy is -342922.3001 eV. The value obtained for the gap between HOMO and LUMO (alpha / beta) is 6.01 / 5.82 eV. For the HOMO energy (alpha / beta), the calculation gives -8.635 / -8.429 eV. Its spin multiplicity is 5. The expectation value of S² is 6.45.

Geometry as XYZ:
```
47
Properties=species:S:1:pos:R:3:forces:R:3
Mn 1.19185 -0.00780 1.32488 -2.99 -1.41 -0.96
I 0.36141 -5.89387 3.47285 0.02 -0.08 -0.02
C 0.28720 -3.85039 3.14098 0.08 0.10 0.04
C 1.43033 -3.08739 3.33309 0.18 -0.10 -0.17
C 1.33554 -1.72533 3.14327 0.16 0.14 0.52
I 3.06391 -0.47453 3.09776 -0.25 -0.59 0.76
C 0.10637 -1.10215 2.82524 0.59 1.38 0.97
O 0.02571 0.25195 2.81195 0.96 -1.05 -0.50
C -0.97421 -1.91557 2.47999 -0.39 -0.37 -0.20
C -2.12340 -1.24607 1.79470 0.08 -0.05 -0.20
N -1.58847 -0.45260 0.67296 -0.11 -0.17 0.11
C -2.50201 0.60604 0.26335 -0.05 0.02 0.02
C -1.82162 1.85159 -0.23998 0.05 -0.03 -0.03
C -2.29849 2.48578 -1.38060 0.00 0.04 0.00
C -1.70813 3.66947 -1.78394 0.04 0.02 0.00
C -0.68108 4.19298 -1.01609 -0.01 -0.01 -0.01
C -0.28141 3.49279 0.11236 0.01 0.00 0.01
N -0.82091 2.33525 0.49079 0.02 0.03 -0.03
C -0.89039 -3.27649 2.66868 -0.02 0.08 -0.03
H 2.37343 -3.54552 3.59462 -0.03 -0.03 -0.01
H -2.63903 -0.57803 2.48605 0.08 0.07 -0.02
H -2.84074 -2.00846 1.47141 -0.04 0.03 0.01
H -1.40689 -1.07439 -0.10850 0.09 0.02 0.09
H -3.07944 0.89920 1.14412 -0.01 0.03 -0.04
H -3.22281 0.26874 -0.49101 -0.03 -0.02 0.04
H -3.12224 2.05519 -1.93559 0.03 -0.03 -0.03
H -2.03230 4.16827 -2.68769 -0.02 0.03 0.01
H -0.17295 5.10335 -1.29777 -0.04 0.02 0.04
H 0.51029 3.88346 0.74565 0.03 -0.06 -0.07
H -1.72425 -3.90764 2.39503 -0.02 0.00 0.00
N 0.23337 0.12432 -2.03338 -0.05 -0.12 -0.04
C 1.34722 -0.71588 -2.49236 -0.05 0.11 -0.05
C 1.06507 -2.15027 -2.10003 0.16 -0.06 0.04
C 0.78901 -2.33106 -0.61535 -0.23 -0.22 -0.11
O 0.00965 -3.19694 -0.24583 -0.10 0.18 0.07
O 1.46157 -1.56693 0.19175 0.27 0.48 0.28
H -0.63455 -0.24620 -2.41024 0.00 0.06 -0.08
H 0.31383 1.06994 -2.39674 -0.03 -0.03 0.01
H 2.26820 -0.38170 -2.00800 -0.08 -0.01 0.01
H 1.51057 -0.65254 -3.57471 0.01 -0.03 0.00
H 1.92082 -2.79141 -2.33157 0.01 0.05 -0.07
H 0.21369 -2.54787 -2.65592 -0.01 -0.04 0.06
Se 2.84272 5.19113 -1.46175 0.07 -0.05 0.03
Sb 2.89460 2.78272 -1.79574 -0.45 -0.26 0.10
Se 1.54470 3.06925 -3.79542 0.06 0.02 0.03
Se 4.84777 1.93947 -3.03879 -0.04 -0.02 0.09
Se 2.61645 1.28615 0.23552 2.05 1.92 -0.65
```
Forces are in eV/Å.

Charge distribution, Mulliken scheme, values in e: Mn 0.37; I 0.14; C -0.15; C -0.50; C 0.64; I 0.16; C 0.65; O -0.79; C 0.42; C -1.13; N 0.31; C -1.03; C 0.55; C -0.63; C -0.48; C -0.41; C -0.60; N -0.06; C -0.64; H 0.41; H 0.49; H 0.30; H 0.08; H 0.33; H 0.27; H 0.36; H 0.40; H 0.51; H 0.52; H 0.40; N 0.00; C -0.47; C -0.71; C 0.35; O -0.62; O -0.35; H 0.25; H -0.17; H 0.19; H 0.39; H 0.34; H 0.32; Se -0.35; Sb 0.95; Se -0.46; Se -0.27; Se -0.27

Question: The lowest electronic energy belongs to which entry?
Answer: C16H17I2MnN3O3SbSe4

Question: Among the records above, which one has the lowest electronic energy?
Answer: C16H17I2MnN3O3SbSe4

Question: Among the records above, which one has the highest electronic energy?
Answer: C16H17F5O15

Question: What is the electronic energy in the third record?
Answer: -342922.3001 eV